# C16H10Cl2F2NO4S2

A gas-phase ion, C16H10Cl2F2NO4S2 (charge -1) (wB97M-V/def2-TZVPD, the OMol25 dataset).

```
37
Properties=species:S:1:pos:R:3:forces:R:3
C 1.6604 5.2408 1.1553 -0.1 -0.1 -0.3
H 1.4590 7.5072 -1.4194 0.0 0.1 0.2
F 0.9102 -1.6051 -1.3439 1.2 0.9 -0.2
N 0.1893 2.1181 -0.2376 1.6 2.4 -0.2
C 1.0766 4.1322 0.5124 0.3 1.7 0.6
Cl -0.0497 -7.8302 -1.3787 0.2 -0.3 -0.3
S -0.7333 0.1381 -0.4110 -1.7 -1.9 -0.3
C 0.8926 2.6689 0.8284 -0.7 -0.2 -0.7
H 2.2569 7.3125 0.9601 0.1 0.1 0.2
C 1.7837 6.4707 0.4792 -0.5 -0.7 -0.6
C -1.2028 -5.3729 -1.4014 0.1 -0.3 -0.1
O 1.3071 2.0892 1.8214 0.0 0.1 -0.4
H 0.0377 -7.0197 1.3092 0.0 0.4 -0.2
F 1.3464 0.4423 -2.2280 -1.0 -1.1 1.0
C -0.3851 -6.2003 0.7243 0.0 -0.1 -0.1
Cl -1.1926 0.0369 2.5048 0.3 0.1 -0.4
O -0.7598 2.9368 -2.2236 0.4 -0.1 0.6
C -0.8096 -5.0266 1.3326 0.2 -0.1 0.1
H -2.1380 -3.4103 -1.3092 0.0 0.0 -0.2
H 0.3267 5.5626 -2.4591 -0.3 0.0 -0.1
C 0.5208 4.3262 -0.7254 0.2 1.4 -1.1
C 1.3143 6.6030 -0.8426 0.0 -0.9 0.5
C -0.1136 3.0634 -1.1876 0.3 -0.4 0.5
O -3.1688 -2.0904 0.9096 -1.1 -0.4 -0.5
C -0.8418 -0.9148 1.0215 1.1 -1.6 -1.0
C -1.6323 -4.1982 -0.7705 0.2 -0.3 -0.3
C -0.5428 -6.3518 -0.6531 -0.7 0.8 0.7
H -0.6795 -4.8943 2.3930 0.0 0.1 0.2
H 2.0187 5.1821 2.1740 0.1 -0.2 0.0
C 1.0102 -0.2477 -1.0825 -1.1 0.2 0.9
S -1.8792 -2.4614 1.4037 -0.6 0.4 1.2
H -1.3867 -5.6034 -2.4582 0.0 0.5 0.4
O -1.7232 -2.7136 2.8335 0.1 -0.5 -1.1
H 0.0981 -1.4349 0.9573 1.1 0.3 1.0
C 0.6649 5.5138 -1.4378 0.2 0.1 0.5
H 1.7715 0.0538 -0.3364 -0.3 -0.8 -0.2
C -1.4062 -4.0232 0.5856 0.5 0.7 -0.1
```
Forces are in eV/Å.

Properties
**Orbital gap**: 6.115 eV
**DFT total energy**: -2887.89811 Ha
**Total charge**: -1
**Largest force on an atom**: 0.0555 hartree/bohr

These are the Löwdin partial charges, in e, on atoms 1 to 4: -0.0133, 0.0881, -0.0428, -0.0933